No. 1
Entry from the OMol25 dataset: a cluster of 2 separate species, C4H9N3O3P in total in a non-equilibrium geometry (wB97M-V/def2-TZVPD).

```
20
Properties=species:S:1:pos:R:3:forces:R:3
H -2.4126 -1.0624 -2.1833 -0.4 0.1 1.1
N 1.2810 0.8947 1.3271 -1.6 -2.6 0.3
H 0.4705 1.2084 -0.0165 -0.8 -0.6 -0.7
H -3.0517 -0.4034 -0.5554 0.9 -0.4 -0.3
H -0.8492 0.9859 -1.3537 -1.3 1.2 -0.5
C 0.1277 0.7278 -1.0920 2.3 -0.4 1.1
O 3.2909 1.7015 2.1273 0.4 -1.2 0.3
O -1.1993 -1.9367 1.1017 -0.7 0.8 -1.7
H 1.4405 -0.9215 -1.0021 -1.3 -0.5 -0.3
P -0.8436 -1.8582 -0.5541 -0.8 -0.4 1.9
C 2.1976 1.9780 1.6442 2.3 2.7 0.8
H 1.0103 1.1739 -1.5412 -0.6 0.7 -1.0
N 0.9711 -0.1263 1.7671 0.8 0.9 -0.4
C 0.3475 -0.6884 -1.1206 1.0 -0.3 1.7
C -2.5187 -1.2309 -1.0718 -0.7 -1.8 -0.8
H 2.2184 3.9013 1.4346 1.1 0.6 0.5
H -3.2003 -2.1646 -0.9508 1.1 1.5 -0.2
O -0.5240 -3.2627 -0.9079 -0.1 0.1 -0.8
H -0.4406 -2.0039 1.6658 0.8 0.1 0.2
N 1.6847 3.0876 1.2817 -2.6 -0.3 -1.2
```
Positions in Å, forces in eV/Å.

Results
Orbital gap (alpha / beta) ... 8.18 / 6.56 eV
Total charge ... -1
LUMO energy (alpha / beta) ... 0.130 / 0.099 hartree
E_HOMO (alpha / beta) ... -4.63 / -3.86 eV
Multiplicity ... 1
ΔE to the lowest compared entry with this formula, charge and spin ... 464.7 kJ/mol

Atom charges from the Mulliken analysis, given in e for atoms 1 to 4: 0.3348, 0.4793, 0.3594, 0.3273

***

No. 2
Entry from the OMol25 dataset: an isolated molecule of C15H20N6OS2 in a non-equilibrium geometry (wB97M-V/def2-TZVPD).

```
44
Properties=species:S:1:pos:R:3:forces:R:3
H -2.6368 2.3120 -0.5782 1.3 -0.7 0.4
C 7.2005 -1.0147 4.5299 -0.9 -0.4 -0.9
H 8.0008 -0.9978 2.4636 0.5 0.4 1.5
N -2.4232 1.0496 -2.9695 0.9 0.0 0.5
N 0.8537 -0.0285 1.4607 3.0 -0.4 2.1
H -0.6130 4.6683 2.1773 -0.1 -0.2 1.3
C -1.8377 0.7184 -1.7483 1.8 -1.1 -0.4
C -1.7927 3.0326 2.1554 -5.8 1.3 -1.7
C -3.6981 1.7480 -3.0927 -0.2 -0.1 -2.1
H -1.9802 0.6506 -3.8479 -1.2 0.7 2.0
S 6.2839 -2.5818 4.1065 0.3 1.1 0.7
N 3.1491 -0.2890 3.1995 2.0 1.1 1.7
C 7.6144 -0.3092 3.2794 0.6 -0.9 -1.8
H 6.7596 -0.0439 2.7222 -1.3 1.3 -0.2
H -3.9157 2.6604 -2.5019 0.8 -0.7 0.3
H 0.5791 -1.4174 -0.5295 0.7 -1.2 -0.4
C -0.7112 -1.2601 -2.9136 0.8 0.8 0.2
C 4.8359 -1.7607 3.5675 -0.8 -1.6 -1.9
S 3.9165 -2.4386 2.2695 0.2 -2.0 -1.6
H 8.0649 -1.2516 5.0551 1.4 -1.0 1.2
C -4.8455 0.7376 -2.9338 -0.6 0.6 -0.7
H 8.2885 0.5373 3.4412 -0.2 -0.2 -0.1
H -5.0524 0.6456 -1.8736 0.1 -0.6 0.2
C -1.3300 4.2385 2.9394 2.1 -0.8 -2.2
C -1.8619 1.4930 -0.5825 -2.2 1.4 -0.1
N 1.7328 -1.0083 1.4313 -3.2 1.1 -2.5
H -1.6330 -1.7623 -3.0959 -0.5 -0.9 -0.7
C -1.0459 1.2730 0.5213 0.3 0.2 0.6
H -0.8206 3.8540 3.7985 0.5 0.5 0.8
O -3.0513 3.0342 1.8696 4.2 -0.9 0.4
C -0.9506 -0.4044 -1.7256 1.2 -0.1 1.5
H 6.5935 -0.4126 5.1864 -0.4 0.1 0.0
H -3.6550 2.1625 -4.1354 -0.4 -0.4 0.7
H -5.7830 1.2132 -3.3300 0.7 -0.7 0.0
C -0.1530 -0.6716 -0.5930 -2.2 2.0 -1.5
H -0.4453 -0.5893 -3.7516 0.0 -0.7 0.0
N 4.3263 -0.6593 3.8827 -1.5 3.1 1.3
N -0.8807 2.1826 1.5894 0.0 0.0 0.6
H -0.0028 2.0364 2.0880 -0.2 0.1 -0.2
C 2.8627 -1.0975 2.2622 -1.6 0.6 0.7
H 0.1433 -1.9164 -2.6576 -0.7 0.1 -0.6
H -4.5895 -0.2501 -3.4282 -0.6 1.2 0.6
C -0.1616 0.1801 0.5010 1.4 -2.0 0.0
H -2.0508 5.0210 3.0750 -0.7 -0.4 0.4
```
Positions in Å, forces in eV/Å.

Results
Orbital gap ... 6.82 eV
LUMO energy ... -0.039 hartree
E_HOMO ... -7.88 eV
Multiplicity ... 1
ΔE to the lowest compared entry with this formula, charge and spin ... 425.3 kJ/mol

Atom charges from the Mulliken analysis, given in e for atoms 1 to 4: 0.2598, -0.4412, 0.3035, -0.1680

***

No. 3
Entry from the OMol25 dataset: an isolated molecule of C6H12O (wB97M-V/def2-TZVPD).

```
19
Properties=species:S:1:pos:R:3:forces:R:3
H -0.9043 0.9295 -1.6552 0.0 0.0 0.2
C 0.1545 0.5059 0.2053 0.1 0.2 -0.1
H 0.3813 1.1741 1.0483 0.0 -0.1 -0.1
C -1.3917 -1.2250 0.1732 -0.2 -0.1 -0.1
O -0.2057 -0.7528 0.7807 0.0 0.0 0.1
H 2.7405 0.1072 1.0465 0.0 0.0 -0.1
H 1.1562 -0.1758 -1.5774 0.0 0.1 0.1
H -1.3254 2.0433 -0.3504 0.1 -0.2 0.0
H -2.9458 -0.1310 -0.9291 0.1 0.0 0.1
C 1.4091 0.3649 -0.6544 0.0 0.0 -0.1
H 1.7316 1.3705 -0.9586 -0.1 -0.1 0.0
C 2.5326 -0.3625 0.0779 0.1 0.0 0.0
H -1.1655 -1.7952 -0.7430 0.0 0.1 0.1
C -2.1933 0.0306 -0.1515 -0.1 0.0 0.0
H 3.4585 -0.3629 -0.5061 -0.1 0.0 0.1
H -2.6989 0.3910 0.7506 0.1 -0.1 -0.1
H 2.2430 -1.3987 0.2729 0.1 0.1 0.0
H -1.8844 -1.8968 0.8825 0.0 0.1 -0.1
C -1.0837 1.0005 -0.5754 0.0 0.1 0.0
```
Positions in Å, forces in eV/Å.

Results
Orbital gap ... 10.63 eV
LUMO energy ... 0.041 hartree
E_HOMO ... -9.51 eV
Multiplicity ... 1
ΔE to the lowest compared entry with this formula, charge and spin ... 39.7 kJ/mol

Atom charges from the Mulliken analysis, given in e for atoms 1 to 4: 0.3190, 0.1141, 0.3274, -0.4539

***

No. 4
Entry from the OMol25 dataset: an isolated molecule of C2H2FOP in a non-equilibrium geometry (wB97M-V/def2-TZVPD).

```
7
Properties=species:S:1:pos:R:3:forces:R:3
P 0.4831 1.2366 -0.4215 -1.2 0.9 -1.0
C -0.0277 -0.4350 -0.7357 2.4 -8.2 -3.7
F 1.8355 0.9765 0.2659 2.2 -0.1 0.8
C -0.6202 0.0801 0.4868 -1.7 -0.3 -1.3
O 0.3308 -1.6930 -1.2623 -2.4 8.2 3.4
H -1.6699 0.4469 0.4335 0.7 -0.3 0.4
H -0.3316 -0.6121 1.2335 0.0 -0.2 1.4
```
Positions in Å, forces in eV/Å.

Results
Orbital gap ... 8.59 eV
LUMO energy ... -0.032 hartree
E_HOMO ... -9.45 eV
Multiplicity ... 1
ΔE to the lowest compared entry with this formula, charge and spin ... 175.5 kJ/mol

Atom charges from the Mulliken analysis, given in e for atoms 1 to 4: 0.1871, 0.4973, -0.2131, -0.5731

***

No. 5
Entry from the OMol25 dataset: an isolated molecule of C5H11N2O in a non-equilibrium geometry (wB97M-V/def2-TZVPD).

```
19
Properties=species:S:1:pos:R:3:forces:R:3
N 1.0059 0.1736 2.3682 0.5 -1.0 -1.4
C -0.5189 -1.1057 -0.5826 -0.5 0.7 0.0
H -1.5461 -2.3377 -3.1716 -0.2 0.7 -0.2
H -1.2990 0.6794 0.1209 0.2 0.1 0.5
H 1.5393 0.0581 0.2878 0.1 -0.6 0.4
H -1.1078 -0.5453 1.3911 -0.3 -0.2 0.3
C 0.7271 2.0576 0.6518 1.9 -1.3 -1.6
H 1.8589 0.6435 2.6351 -0.3 0.2 0.5
O 0.9389 2.7950 1.6965 -0.2 0.5 0.3
H 1.6394 2.1235 -0.0706 -0.7 0.0 1.0
N -0.7087 -1.8635 -2.8399 -0.4 -0.5 -0.3
H -0.1700 -2.6614 -2.5169 0.4 0.4 0.3
C -0.9690 -0.9021 -1.8188 0.2 -1.4 0.0
H -0.0967 2.2560 -0.0200 -0.8 0.6 0.1
H -1.5639 -0.0503 -2.1429 0.2 0.0 0.2
H -0.0396 -2.0481 -0.3736 0.3 -0.2 0.1
C -0.6429 -0.1005 0.5254 0.9 -0.4 -0.7
H 0.1857 0.4230 2.8941 0.2 0.4 0.4
C 0.7673 0.4050 0.9661 -1.5 1.8 0.1
```
Positions in Å, forces in eV/Å.

Results
Orbital gap (alpha / beta) ... 9.56 / 7.09 eV
LUMO energy (alpha / beta) ... 0.040 / -0.053 hartree
E_HOMO (alpha / beta) ... -8.47 / -8.54 eV
Multiplicity ... 2
ΔE to the lowest compared entry with this formula, charge and spin ... 159.5 kJ/mol

Atom charges from the Mulliken analysis, given in e for atoms 1 to 4: -0.6998, -0.4347, 0.2365, 0.3383

***

No. 6
Entry from the OMol25 dataset: a cluster of 3 separate species, C22H45BrN6O8P in total in a non-equilibrium geometry (wB97M-V/def2-TZVPD).

```
83
Properties=species:S:1:pos:R:3:forces:R:3
O -4.7539 1.8004 0.1475 -0.4 -0.1 0.2
N 0.9372 0.1696 1.7804 0.9 -0.3 0.3
H -1.5483 1.1882 -2.5320 0.1 0.2 0.0
C 1.6377 -1.1273 1.7135 -1.2 0.1 0.2
C -2.9360 4.0603 3.1671 -0.1 -0.2 0.0
H 0.5081 0.2632 2.6958 0.1 0.3 -0.1
H -3.5554 -0.9386 -0.3279 0.0 0.0 0.0
C 4.2028 -1.4466 1.4046 -0.4 -0.4 0.1
C 4.3212 -2.7656 0.8977 -0.5 0.5 -0.5
Br 3.7496 -5.7210 -1.3335 0.3 0.3 0.4
H -2.6354 -0.5626 -3.9191 0.0 0.0 -0.1
H -5.4584 1.0957 1.9791 -0.2 0.0 0.0
P 5.7134 -4.8084 -0.7049 1.4 -0.6 -1.0
H -3.0833 3.6977 0.5527 0.0 0.1 -0.2
H 6.8458 -0.2379 -0.1104 0.0 0.0 0.0
H 2.1749 -3.7076 -0.1230 -0.1 0.3 0.1
H -4.5012 -0.9987 -2.5796 0.0 0.0 0.1
O -2.2673 -1.9729 -1.4739 0.2 0.2 0.0
C -2.2360 1.3476 -3.3739 -0.1 -0.3 -0.2
H -1.2327 -1.9294 -3.2688 0.2 0.1 -0.1
C -1.9691 1.2632 1.9920 -0.2 -0.2 0.4
H -5.3851 -0.0690 0.6499 0.0 0.0 0.0
H -3.1063 3.7955 4.2133 0.1 0.0 0.0
N 1.6582 -1.5015 0.2908 0.9 -0.5 0.4
H -0.8783 0.2464 -6.7965 -0.1 0.0 0.0
H -1.5838 -0.9681 -5.6920 -0.1 0.0 -0.1
H -2.1772 0.0057 -0.8397 0.1 0.0 -0.1
H 3.2106 -0.0504 2.7337 0.2 -0.2 -0.1
C 5.4605 1.0698 2.8035 0.0 0.1 -0.1
O 2.2124 -4.1305 0.7496 0.5 0.1 -0.1
O -1.4307 2.1056 3.0039 0.1 0.0 -0.4
H 1.8165 -0.6495 -0.2336 -0.4 -0.1 -0.2
C -4.0563 3.9396 0.9999 -0.1 -0.1 0.2
H 0.7505 -1.8883 0.0525 -0.2 0.5 -0.1
O -0.4414 0.5183 -4.7812 -0.2 -0.1 -0.2
O 7.3108 -2.4000 -1.1326 0.0 0.6 0.0
H 4.8464 1.6683 0.8492 -1.1 -0.3 0.3
H 0.1532 -0.9720 -6.0312 0.0 0.0 0.0
C 3.3283 -3.8139 1.3849 0.2 -0.9 1.4
H -4.3974 0.6219 -1.9179 0.1 0.0 0.1
H -4.2243 5.0150 0.8914 0.0 0.0 0.0
C -1.0560 -1.8658 -2.1928 -0.2 -0.2 0.1
N -4.0961 3.5904 2.4143 0.1 0.1 -0.1
C -2.9074 -0.7362 -1.1835 -0.4 0.1 0.1
H -2.8187 2.2513 -3.1721 0.0 0.0 0.0
H -1.9076 1.7148 0.9990 -0.1 0.1 0.0
H -0.4273 -2.7181 -1.9190 0.0 0.0 0.0
C -1.5789 3.4951 2.7496 0.2 0.3 0.4
O 3.6001 -4.3529 2.4406 0.1 0.5 -0.9
C 3.0821 -1.0578 2.3510 0.3 -0.2 -0.4
C -1.3917 1.5684 -4.6140 0.2 0.3 0.3
C 5.1400 0.8601 1.5192 0.4 -0.3 -0.1
H 1.5921 0.9306 1.6207 -0.2 0.2 0.2
H -4.1362 2.5845 2.5034 -0.1 0.0 0.0
H -0.8169 3.9916 3.3574 0.0 0.0 0.0
H 4.8760 1.7329 3.4397 1.0 1.0 -0.4
H -0.5149 -0.9438 -1.9573 -0.1 0.1 -0.1
H -2.0142 1.6962 -5.5036 0.0 -0.2 0.0
C 5.3578 -3.1110 0.0262 -1.4 -1.4 0.7
C -5.6153 0.9650 0.9040 0.1 -0.1 -0.1
H -6.6640 1.1544 0.6614 0.0 0.0 0.1
N 0.7823 -2.0539 2.4536 0.3 0.2 -0.5
H -6.1104 3.3308 0.6147 0.1 -0.1 0.1
C -5.1053 3.1820 0.2122 0.4 0.2 -0.3
C 6.2614 -2.1481 -0.3334 0.3 -0.3 -0.4
N 6.1401 -0.9182 0.1558 0.3 0.2 -0.3
H 0.6773 -2.9278 1.9556 0.0 -0.1 0.3
H 5.7204 -5.5280 1.3449 0.3 -0.4 0.3
H 6.3042 0.5391 3.2448 -1.0 -0.9 0.5
H -5.1041 3.5606 -0.8142 0.0 0.0 0.0
H 7.0667 -2.2562 -2.0596 0.2 -0.2 -0.1
H -3.0043 1.0047 2.2273 -0.1 0.0 -0.2
H -1.3322 3.7268 1.7073 -0.1 -0.1 -0.1
H -2.8990 5.1534 3.1236 0.0 0.0 -0.1
H 1.1445 -2.2226 3.3812 -0.1 -0.2 0.0
C -3.8000 -0.2061 -2.3055 0.0 -0.1 -0.3
H -1.4020 0.3386 1.9827 0.0 0.0 0.0
H 3.2037 -1.7198 3.2170 -0.4 0.0 -0.1
C 5.1572 -0.5481 1.0006 0.9 1.4 0.3
H -0.8170 2.4891 -4.4785 0.0 0.0 0.0
O 6.2970 -5.6511 0.5705 -1.3 0.9 -0.1
N -3.1489 0.2236 -3.5434 0.1 0.0 0.2
C -0.7147 -0.3306 -5.8825 0.1 0.0 0.1
```
Positions in Å, forces in eV/Å.

Results
Orbital gap ... 5.62 eV
Total charge ... +1
LUMO energy ... -0.171 hartree
E_HOMO ... -10.28 eV
Multiplicity ... 1

Atom charges from the Mulliken analysis, given in e for atoms 1 to 4: 0.0412, -0.2633, 0.0236, 0.5055

***

| no. | energy (a.u.) | molar mass (g mol⁻¹) |
| --- | --- | --- |
| 1 | -889.14088 | 178.1 |
| 2 | -1783.59769 | 364.5 |
| 3 | -311.04414 | 100.2 |
| 4 | -593.77209 | 92.0 |
| 5 | -381.73694 | 115.2 |
| 6 | -4710.74748 | 632.5 |